# 1
ORCA calculation (ωB97M-V/def2-TZVPD) on CN4O9 as an isolated structure at a distorted geometry.

Atoms and positions in Å:
C (0.319, -0.016, 0.232)
N (0.302, 1.119, -0.732)
N (1.673, 0.049, 1.089)
N (0.510, -1.262, -0.851)
N (-2.454, 0.050, 0.465)
O (-0.660, 1.812, -0.775)
O (2.097, 1.099, 1.328)
O (1.618, -1.537, -1.108)
O (-2.508, 0.237, -0.648)
O (1.356, 1.254, -1.356)
O (2.143, -1.010, 1.282)
O (-0.537, -1.657, -1.343)
O (-3.072, -0.123, 1.402)
O (-0.787, -0.015, 1.015)

Calculated values
LUMO energy, eV: -1.9
Multiplicity: 1
E_HOMO, eV: -11.351
Molecular weight, g/mol: 212.0
Total energy, eV: -25409.654
Energy relative to the best compared isomer or geometry (same formula, charge and spin), kJ/mol: 0.00
Kohn-Sham gap, eV: 9.5

---

# 2
ORCA calculation (ωB97M-V/def2-TZVPD) on a 2-piece molecular cluster, H2N3O2S overall at a distorted geometry.

Atoms and positions in Å:
N (-1.304, -1.462, -0.257)
N (1.648, 0.211, -0.137)
N (-0.885, -0.575, 0.478)
O (1.262, 1.398, -0.056)
O (-1.317, 0.743, 0.265)
S (3.045, -0.277, 0.318)
H (-2.194, -1.209, -0.836)
H (-0.255, 1.169, 0.224)

Calculated values
LUMO energy, eV: 4.1
Multiplicity: 1
E_HOMO, eV: -3.136
Molecular weight, g/mol: 108.1
Total energy, eV: -19429.471
Net charge: -1
Energy relative to the best compared isomer or geometry (same formula, charge and spin), kJ/mol: 176.72
Kohn-Sham gap, eV: 7.2

---

# 3
ORCA calculation (ωB97M-V/def2-TZVPD) on a single C3H6N2O3 molecule at a distorted geometry.

Atoms and positions in Å:
C (0.388, -0.109, 1.586)
C (1.008, 0.549, 0.340)
O (0.133, 1.492, -0.180)
N (-1.070, 0.827, -0.444)
C (-1.077, -0.342, -1.363)
O (-1.945, -0.788, -2.077)
N (0.108, -1.166, -0.972)
O (1.268, -0.330, -0.697)
H (1.119, -0.670, 2.332)
H (-0.093, 0.819, 2.092)
H (-0.469, -0.881, 1.425)
H (2.035, 1.019, 0.491)
H (-1.769, 1.503, -0.810)
H (0.365, -1.921, -1.723)

Calculated values
LUMO energy, eV: 0.7
Multiplicity: 1
E_HOMO, eV: -9.483
Molecular weight, g/mol: 118.1
SMILES: CC1ONC(=O)NO1
Total energy, eV: -12326.825
Energy relative to the best compared isomer or geometry (same formula, charge and spin), kJ/mol: 521.26
Kohn-Sham gap, eV: 10.2

---

# 4
ORCA calculation (ωB97M-V/def2-TZVPD) on C38H30N7O2OsS3 as an isolated structure.

Atoms and positions in Å:
Os (0.726, -0.725, -0.200)
S (7.754, -1.778, -0.107)
C (8.406, -2.020, -1.660)
C (7.500, -1.760, -2.644)
C (6.246, -1.363, -2.125)
C (6.225, -1.325, -0.754)
C (5.112, -0.958, 0.117)
C (3.792, -1.027, -0.376)
N (2.731, -0.706, 0.348)
C (2.918, -0.309, 1.634)
C (4.178, -0.225, 2.223)
C (4.257, 0.191, 3.599)
C (3.144, 0.483, 4.308)
C (1.837, 0.390, 3.714)
C (0.638, 0.638, 4.395)
C (-0.579, 0.493, 3.751)
C (-0.561, 0.109, 2.398)
N (0.561, -0.133, 1.734)
C (1.752, 0.000, 2.378)
C (-1.861, 0.722, 4.415)
C (-3.078, 0.172, 4.106)
C (-4.110, 0.595, 4.977)
C (-3.659, 1.460, 5.928)
S (-1.989, 1.760, 5.781)
C (5.286, -0.553, 1.430)
H (9.428, -2.347, -1.768)
H (7.722, -1.849, -3.697)
H (5.407, -1.096, -2.753)
H (3.598, -1.375, -1.382)
H (5.233, 0.257, 4.061)
H (3.219, 0.784, 5.345)
H (0.672, 0.916, 5.442)
H (-1.481, -0.005, 1.842)
H (-3.233, -0.551, 3.316)
H (-5.136, 0.264, 4.912)
H (-4.223, 1.935, 6.715)
H (6.281, -0.482, 1.853)
C (-2.051, 11.065, -5.032)
O (-2.557, 9.712, -5.230)
C (-2.416, 8.792, -4.347)
C (-1.747, 8.978, -3.096)
C (-1.681, 7.938, -2.238)
C (-2.266, 6.656, -2.566)
C (-2.943, 6.495, -3.838)
C (-3.006, 7.524, -4.697)
N (-2.146, 5.727, -1.657)
N (-2.789, 4.594, -1.824)
C (-2.306, 3.423, -1.583)
C (-3.310, 2.356, -1.581)
C (-3.016, 1.082, -1.293)
C (-1.657, 0.719, -0.963)
O (-1.309, -0.459, -0.704)
C (-0.635, 1.739, -0.955)
N (0.598, 1.278, -0.650)
C (1.619, 2.159, -0.666)
C (1.436, 3.482, -0.998)
C (0.168, 3.951, -1.338)
C (-0.902, 3.073, -1.303)
H (-2.329, 11.596, -5.934)
H (-0.969, 11.034, -4.924)
H (-2.534, 11.507, -4.164)
H (-1.317, 9.936, -2.844)
H (-1.199, 8.034, -1.273)
H (-3.410, 5.546, -4.066)
H (-3.512, 7.460, -5.651)
H (-4.323, 2.658, -1.810)
H (-3.774, 0.311, -1.288)
H (2.595, 1.770, -0.415)
H (2.289, 4.147, -1.002)
H (0.037, 4.981, -1.630)
C (-1.139, -6.125, -1.683)
N (-0.098, -5.165, -1.327)
C (-0.319, -3.905, -1.025)
N (-1.546, -3.415, -1.020)
S (1.096, -2.942, -0.619)
H (-0.668, -7.081, -1.891)
H (-1.669, -5.801, -2.580)
H (-1.839, -6.259, -0.858)
H (0.860, -5.479, -1.291)
H (-2.343, -3.995, -1.229)
H (-1.692, -2.436, -0.827)

Calculated values
LUMO energy (spin up / spin down), eV: -9.7 / -9.8
Multiplicity: 1
E_HOMO (spin up / spin down), eV: -13.966 / -13.953
Molecular weight, g/mol: 903.1
Total energy, eV: -89369.205
Net charge: +3
Energy relative to the best compared isomer or geometry (same formula, charge and spin), kJ/mol: 0.00
Kohn-Sham gap (spin up / spin down), eV: 4.3 / 4.1

---

Which of these has the lowest molecular weight? H2N3O2S

---

Look up the total energy of the first one. -25409.654 eV

---

The lowest total energy belongs to which entry? C38H30N7O2OsS3